No. 1
This record from OMol25 describes C3H5NO3 as an isolated structure in a non-equilibrium geometry. The level of theory is wB97M-V/def2-TZVPD.

Structure (XYZ):
```
12
C3H5NO3 | OMol25 | wB97M-V/def2-TZVPD
C 0.837 -1.271 0.074
N -0.264 -0.536 0.635
C 0.394 1.809 0.100
C -1.280 -0.048 -0.238
O 0.500 1.027 1.076
O 0.686 2.901 -0.227
O -1.667 -1.037 -0.911
H -0.500 1.072 -0.735
H -2.025 0.529 0.336
H 0.480 -2.281 -0.131
H 1.592 -1.337 0.858
H 1.247 -0.828 -0.838
```

Summary:
spin multiplicity: 1
E: -10819.4993 eV
M: 103.08 g mol⁻¹

Here are the Mulliken charges for atoms 1 to 4, given in e: atom 1 (C): -0.6243, atom 2 (N): -0.0248, atom 3 (C): 0.4865, atom 4 (C): 0.1193

=====

No. 2
This record from OMol25 describes C43H53N6O3SeTeTi as an isolated structure. The level of theory is wB97M-V/def2-TZVPD.

Structure (XYZ):
```
108
C43H53N6O3SeTeTi | OMol25 | wB97M-V/def2-TZVPD
Ti -1.065 -2.995 0.057
C 1.156 -1.648 -2.070
N 0.397 -2.894 -1.832
C -0.560 -2.983 -2.959
C -1.610 -4.030 -2.734
C -2.103 -4.792 -3.780
C -3.116 -5.706 -3.532
C -3.587 -5.844 -2.235
C -3.021 -5.074 -1.236
N -2.047 -4.179 -1.471
C 1.266 -4.087 -1.825
C 1.570 -4.637 -0.454
C 2.740 -5.340 -0.215
C 2.946 -5.895 1.036
C 1.968 -5.740 2.006
C 0.826 -5.030 1.681
N 0.629 -4.486 0.478
C 2.291 -1.350 -1.127
C 3.213 -0.367 -1.485
C 4.213 -0.034 -0.594
C 4.275 -0.702 0.623
C 3.330 -1.679 0.878
N 2.354 -1.996 0.027
H 1.561 -1.667 -3.092
H 0.437 -0.821 -2.043
H -1.038 -2.005 -3.065
H -0.029 -3.188 -3.898
H -1.699 -4.660 -4.775
H -3.525 -6.304 -4.336
H -4.375 -6.542 -1.991
H -3.339 -5.160 -0.206
H 0.747 -4.883 -2.367
H 2.197 -3.894 -2.368
H 3.482 -5.435 -0.997
H 3.854 -6.443 1.251
H 2.080 -6.161 2.995
H 0.025 -4.892 2.396
H 3.127 0.128 -2.445
H 4.933 0.737 -0.839
H 5.040 -0.475 1.353
H 3.344 -2.238 1.809
C -4.000 -0.627 3.045
O -2.760 -1.129 2.606
C -1.761 -1.006 3.582
C -0.547 -1.810 3.145
O -0.218 -1.644 1.770
C 0.143 -0.297 1.469
H -4.363 -1.186 3.914
H -4.707 -0.748 2.226
H -3.928 0.438 3.303
H -2.098 -1.414 4.545
H -1.512 0.055 3.735
H -0.742 -2.869 3.284
H 0.313 -1.522 3.763
H 1.044 -0.021 2.027
H -0.671 0.384 1.711
H 0.334 -0.229 0.403
Se -3.752 -4.599 4.022
C -2.836 -4.218 2.550
N -2.217 -3.979 1.587
C -3.945 -0.499 -1.723
C -2.426 -0.525 -1.728
O -1.779 0.020 -2.658
N -1.854 -1.159 -0.746
Te -0.088 2.734 -1.657
C 1.111 4.496 -1.700
C 0.629 5.711 -1.198
C -0.757 5.880 -0.639
C 1.467 6.827 -1.215
C 2.751 6.778 -1.730
C 3.638 7.994 -1.740
C 3.198 5.570 -2.253
C 2.403 4.432 -2.246
C 2.968 3.155 -2.809
C -0.477 2.816 0.430
C -1.807 2.758 0.867
C -2.959 2.626 -0.089
C -2.074 2.822 2.232
C -1.062 2.953 3.173
C -1.369 3.017 4.645
C 0.247 3.003 2.718
C 0.565 2.923 1.365
C 2.019 2.945 0.978
H -4.283 0.502 -1.987
H -4.353 -0.795 -0.756
H -4.299 -1.191 -2.489
H -1.488 5.330 -1.232
H -1.036 6.933 -0.631
H -0.825 5.504 0.384
H 1.090 7.765 -0.820
H 3.114 8.867 -1.352
H 3.977 8.223 -2.752
H 4.527 7.834 -1.127
H 4.194 5.512 -2.679
H 3.958 3.327 -3.233
H 2.332 2.736 -3.590
H 3.050 2.400 -2.024
H -2.850 1.736 -0.708
H -3.012 3.481 -0.766
H -3.902 2.551 0.453
H -3.106 2.776 2.565
H -2.443 2.979 4.825
H -0.984 3.937 5.087
H -0.909 2.183 5.178
H 1.056 3.086 3.439
H 2.330 3.942 0.658
H 2.211 2.264 0.148
H 2.641 2.649 1.824
```

Summary:
<S²>: 3.761
spin multiplicity: 4
E: -156289.9444 eV
M: 956.36 g mol⁻¹

Here are the Mulliken charges for atoms 1 to 4, given in e: atom 1 (Ti): -0.0265, atom 2 (C): -1.6935, atom 3 (N): 1.6374, atom 4 (C): -1.8002

=====

No. 3
This record from OMol25 describes one molecule with the formula C3H7NO3 in a non-equilibrium geometry. The level of theory is wB97M-V/def2-TZVPD.

Structure (XYZ):
```
14
C3H7NO3 | OMol25 | wB97M-V/def2-TZVPD
C 0.397 1.417 -0.910
C 0.729 -1.120 1.298
C 0.080 -1.006 0.047
N -0.480 0.476 -0.111
O -1.119 0.565 1.023
O -1.573 0.375 -1.113
O -0.092 -1.776 -0.756
H 1.322 1.041 -0.610
H -0.006 2.460 -0.916
H 0.259 1.367 -1.958
H -0.013 -1.731 1.785
H 0.842 -0.174 1.881
H 1.702 -1.599 1.038
H -2.048 -0.297 -0.700
```

Summary:
<S²>: 2.009
spin multiplicity: 3
E: -10846.8730 eV
M: 105.09 g mol⁻¹

Here are the Mulliken charges for atoms 1 to 4, given in e: atom 1 (C): -0.7958, atom 2 (C): -0.9372, atom 3 (C): 0.3022, atom 4 (N): 0.6171